Below is 6 unconnected molecules or ions with the total composition C24H48O18, with properties calculated with ωB97M-V/def2-TZVPD.

ΔE to the lowest compared entry with this formula, charge and spin ... 31.2 kcal/mol
SMILES ... CCOC(=O)OC.CCOC(=O)OC.CCOC(=O)OC.CCOC(=O)OC.CCOC(=O)OC.CCOC(=O)OC
Charge ... 0
LUMO level ... 0.630 eV

XYZ file:
```
90
Properties=species:S:1:pos:R:3:forces:R:3
C -0.129 -3.910 -1.947 -0.7 -0.6 0.2
C -0.239 -3.373 -0.524 -0.4 -0.7 -0.5
O 1.069 -2.901 -0.196 0.6 0.3 0.0
C 1.493 -2.920 1.062 -0.9 -0.1 0.3
O 0.879 -3.360 2.003 0.2 0.1 0.1
O 2.684 -2.350 1.096 0.9 0.3 -0.7
C 3.299 -2.068 2.344 -0.8 -0.4 0.6
H -1.124 -4.083 -2.372 0.2 -0.1 0.5
H 0.395 -4.863 -2.004 0.3 0.1 0.2
H 0.326 -3.199 -2.637 0.3 -0.3 0.4
H -0.569 -4.120 0.198 0.2 -0.2 -0.1
H -0.979 -2.570 -0.476 0.4 -0.1 0.0
H 2.813 -1.196 2.785 0.1 0.1 0.0
H 4.352 -1.874 2.179 0.0 -0.1 -0.2
H 3.156 -2.916 3.017 0.1 0.1 0.0
C 2.536 0.690 6.645 -0.6 -1.1 0.0
C 2.414 0.195 5.230 1.5 0.3 -0.5
O 1.591 1.075 4.447 -0.6 -1.3 0.1
C 2.190 2.018 3.751 -0.1 1.7 -0.5
O 3.303 2.447 3.870 0.8 -0.5 0.3
O 1.295 2.533 2.915 -1.4 -0.5 -0.3
C 1.614 3.637 2.062 1.4 -0.3 0.9
H 3.221 0.006 7.152 0.2 0.3 0.1
H 1.566 0.533 7.122 0.0 0.4 0.2
H 2.849 1.726 6.696 0.1 0.0 0.1
H 2.091 -0.844 5.152 -0.9 0.3 0.1
H 3.395 0.136 4.741 0.0 0.4 0.2
H 2.703 3.662 1.994 -0.1 0.1 -0.4
H 1.319 4.562 2.552 -0.4 0.0 -0.2
H 1.154 3.465 1.098 -0.2 0.1 0.0
C -6.553 2.445 4.830 0.3 0.5 -0.1
C -6.732 1.479 3.673 -0.4 -0.1 0.9
O -6.219 1.991 2.449 -0.4 0.1 -0.9
C -4.914 1.865 2.227 0.4 -0.3 1.6
O -4.099 1.644 3.096 0.0 -0.1 -0.3
O -4.657 2.018 0.954 -0.4 0.4 -1.3
C -3.285 1.935 0.571 0.7 -0.3 0.5
H -5.510 2.761 4.845 -0.1 0.0 0.2
H -6.814 2.041 5.808 0.1 -0.4 -0.1
H -7.187 3.327 4.724 0.1 0.0 -0.3
H -7.798 1.335 3.499 0.1 -0.1 -0.2
H -6.280 0.511 3.888 0.1 0.0 0.0
H -2.704 2.575 1.234 0.1 -0.1 -0.1
H -3.129 2.229 -0.463 -0.6 0.3 0.0
H -2.941 0.905 0.650 0.0 0.0 0.2
C 4.935 0.130 0.035 -0.5 0.1 0.4
C 3.857 0.135 -1.025 -0.9 0.3 0.6
O 4.355 0.423 -2.336 0.5 -0.3 -0.2
C 4.209 1.670 -2.742 -0.7 1.1 0.5
O 3.628 2.552 -2.150 0.1 -0.1 0.0
O 4.769 1.818 -3.922 0.9 -0.8 -0.6
C 4.627 3.029 -4.647 -0.2 0.1 -0.3
H 5.618 -0.707 -0.090 0.3 0.2 0.0
H 4.455 0.034 1.012 -0.2 -0.3 -0.1
H 5.412 1.104 0.150 0.4 -0.1 -0.5
H 3.097 0.883 -0.789 0.1 0.0 0.0
H 3.307 -0.802 -1.094 0.4 -0.2 0.0
H 4.349 3.864 -4.010 -0.2 -0.1 0.0
H 3.895 2.826 -5.431 -0.1 0.4 0.1
H 5.574 3.260 -5.133 0.1 -0.2 0.2
C -3.736 0.535 -3.775 -0.3 -0.2 1.2
C -4.176 -0.856 -3.272 0.1 1.8 -0.3
O -3.009 -1.679 -3.259 -0.4 -0.4 0.6
C -2.724 -2.393 -4.327 0.5 -0.2 -0.2
O -3.344 -2.493 -5.346 -0.3 0.1 -0.2
O -1.548 -3.006 -4.081 -0.3 0.6 -0.4
C -0.933 -3.581 -5.208 0.5 -0.5 -1.3
H -4.597 1.208 -3.790 0.0 -0.1 -0.6
H -3.161 0.477 -4.694 -0.3 0.2 -0.2
H -3.127 0.978 -2.981 0.4 -0.2 -0.2
H -5.024 -1.226 -3.842 0.3 -0.5 -0.2
H -4.485 -0.708 -2.241 0.1 -0.5 0.1
H -0.764 -2.868 -6.022 -0.4 0.2 0.2
H -1.511 -4.414 -5.613 0.0 0.1 0.1
H 0.068 -3.935 -4.960 -0.2 0.0 0.6
C 1.421 -0.339 -3.588 0.9 -0.7 -0.3
C 0.208 -0.580 -2.743 -0.5 0.9 0.0
O 0.607 -0.228 -1.407 1.1 -0.3 -0.1
C -0.222 -0.347 -0.403 -0.8 0.4 0.3
O -1.406 -0.564 -0.467 -0.6 0.1 -0.3
O 0.437 -0.150 0.719 1.4 0.2 0.0
C -0.241 -0.158 1.961 -1.3 -0.6 -0.1
H 1.800 0.681 -3.605 -0.3 0.1 0.0
H 1.317 -0.711 -4.610 -0.4 0.3 0.0
H 2.235 -0.964 -3.206 0.0 0.1 0.2
H -0.104 -1.618 -2.837 -0.2 0.4 0.4
H -0.632 0.084 -2.962 0.0 -0.2 -0.4
H 0.511 -0.317 2.725 0.0 0.4 0.0
H -0.952 -0.992 2.005 0.2 0.0 -0.1
H -0.841 0.746 2.063 0.4 0.1 0.3
```
Positions in Å, forces in eV/Å.

***

Below is 8 unconnected molecules or ions with the total composition C24H48O8, with properties calculated with ωB97M-V/def2-TZVPD.

ΔE to the lowest compared entry with this formula, charge and spin ... 59.8 kcal/mol
SMILES ... CC(C)=O.CC(C)=O.CC(C)=O.CC(C)=O.CC(C)=O.CC(C)=O.CC(C)=O.CC(C)=O
Charge ... 0
LUMO level ... 0.009 eV

XYZ file:
```
80
Properties=species:S:1:pos:R:3:forces:R:3
C 1.765 2.185 -3.356 0.6 0.5 0.3
C 0.577 1.565 -3.975 1.9 -2.7 -1.7
O -0.486 2.027 -3.857 -3.9 2.2 0.6
C 0.665 0.180 -4.659 2.0 0.3 0.5
H 1.486 3.158 -2.952 0.0 -0.1 0.1
H 2.632 2.331 -4.000 0.0 -0.4 -0.1
H 2.006 1.488 -2.553 0.5 0.2 0.2
H 1.678 -0.194 -4.513 0.1 -0.3 0.4
H 0.644 0.188 -5.749 -0.9 0.3 0.1
H -0.012 -0.513 -4.160 -0.2 0.2 -0.4
C -0.746 1.265 0.841 0.5 -0.5 0.1
C -0.639 -0.153 0.256 0.9 0.6 0.3
O -1.201 -1.056 0.832 0.0 0.0 -0.5
C 0.340 -0.401 -0.896 -0.5 0.4 -0.4
H -1.282 2.050 0.308 -0.5 -0.5 -0.2
H 0.257 1.687 0.911 0.2 -0.2 0.2
H -1.139 1.080 1.841 -0.2 0.5 -0.1
H 0.110 -1.354 -1.373 0.1 0.1 0.0
H 1.403 -0.345 -0.663 0.0 -0.4 0.8
H 0.306 0.415 -1.618 -0.7 0.0 -0.2
C -2.976 4.017 2.311 -1.2 -0.2 0.5
C -3.683 4.985 3.236 -3.1 -0.2 0.3
O -4.850 4.805 3.655 2.9 -0.1 -1.1
C -3.013 6.255 3.586 0.5 0.0 0.4
H -2.110 3.630 2.848 0.1 -0.2 -0.3
H -2.706 4.453 1.349 0.2 0.3 0.2
H -3.725 3.252 2.109 0.4 -0.4 0.0
H -2.530 6.120 4.554 -0.1 0.1 0.3
H -3.823 6.978 3.685 0.5 0.4 -0.1
H -2.189 6.483 2.910 -0.3 0.4 -0.2
C 4.556 -1.004 -2.193 -1.0 -1.0 0.5
C 4.140 -2.326 -2.899 1.8 0.9 -0.3
O 3.278 -2.321 -3.730 -0.9 0.0 -0.3
C 4.977 -3.584 -2.628 -1.1 1.5 0.3
H 4.199 -0.150 -2.769 0.6 0.0 -0.2
H 5.579 -1.019 -1.816 0.2 0.3 -0.7
H 3.997 -0.925 -1.261 -0.3 -0.2 0.2
H 5.730 -3.262 -1.909 0.1 -0.8 0.0
H 5.390 -3.957 -3.565 0.0 0.0 0.2
H 4.196 -4.242 -2.244 0.6 -0.6 0.3
C -3.262 -3.136 -1.429 -1.2 -1.4 0.7
C -4.762 -3.307 -1.283 -1.4 0.9 1.1
O -5.436 -2.409 -1.724 -0.6 -0.1 -0.3
C -5.420 -4.493 -0.505 1.3 0.2 -0.5
H -2.821 -4.022 -0.973 0.7 0.1 -0.5
H -3.014 -2.257 -0.834 0.3 0.1 -0.4
H -3.173 -3.041 -2.512 0.8 0.2 0.2
H -4.629 -4.907 0.120 -0.1 -0.5 -0.1
H -5.743 -5.204 -1.265 0.2 -0.3 0.0
H -6.284 -4.324 0.138 0.1 0.8 -0.3
C -0.586 -0.540 4.274 -1.5 -0.3 -1.1
C 0.170 0.240 5.260 -0.2 1.3 3.3
O -0.407 0.948 6.118 1.2 -1.5 -2.3
C 1.695 0.143 5.326 -0.5 0.4 -0.5
H -0.231 -0.392 3.255 0.2 -0.1 0.0
H -1.639 -0.259 4.312 0.0 0.5 -0.1
H -0.700 -1.616 4.411 0.9 -0.2 0.4
H 2.118 0.900 4.666 0.0 0.3 -0.1
H 2.097 -0.790 4.931 -0.1 -0.2 0.4
H 1.997 0.408 6.340 0.1 -0.3 -0.1
C -0.643 -6.109 -3.684 0.6 0.1 0.0
C 0.491 -5.393 -2.950 1.7 -2.3 2.1
O 1.224 -6.029 -2.130 -2.2 2.3 -2.9
C 0.518 -3.884 -3.055 0.3 -0.3 0.7
H -1.553 -5.973 -3.100 -0.1 0.1 0.0
H -0.466 -7.181 -3.779 0.2 0.1 0.1
H -0.796 -5.682 -4.675 -0.1 0.1 0.0
H 1.243 -3.531 -2.320 -0.3 0.1 0.1
H -0.507 -3.633 -2.782 0.0 0.5 0.1
H 0.769 -3.356 -3.975 -0.1 -0.7 -0.4
C 1.956 3.761 1.807 0.5 0.4 -0.1
C 1.950 5.075 2.599 1.2 -0.4 -1.3
O 2.531 6.048 2.159 -0.6 -0.4 0.5
C 1.268 4.979 3.889 -0.3 0.6 1.3
H 1.861 2.872 2.431 -0.2 0.1 0.1
H 2.925 3.721 1.310 -0.1 -0.1 -0.2
H 1.170 3.780 1.053 0.0 0.0 0.0
H 1.657 4.150 4.480 -0.1 -0.3 -0.2
H 0.213 4.792 3.685 -0.1 0.0 0.2
H 1.414 5.858 4.517 -0.3 0.2 -0.3
```
Positions in Å, forces in eV/Å.

***

| no. | orbital gap (eV) |
| --- | --- |
| 1 | 11.11 |
| 2 | 9.44 |